No. 1
This record from OMol25 describes the ion HN2O with charge +1 in a non-equilibrium geometry. The level of theory is ωB97M-V/def2-TZVPD.

Charge   +1
Gap between HOMO and LUMO   13.8 eV
Electronic energy   -5031.546 eV
SMILES string   N=[N+]=O
LUMO level   -6.79 eV

Atoms and positions in Å:
N 0.1962 0.5302 0.2587
N -0.3244 -0.3069 -0.2932
O -0.8140 -1.1436 -0.7885
H 0.9422 0.9203 0.8229

Calculated atomic charges, method Mulliken, unit e: atom 1 (N): -0.06, atom 2 (N): 0.88, atom 3 (O): -0.22, atom 4 (H): 0.41

***

No. 2
This record from OMol25 describes a cluster of 3 separate species, C13H29BN3O5 in total in a non-equilibrium geometry. The level of theory is ωB97M-V/def2-TZVPD.

Charge   +1
Gap between HOMO and LUMO   7.0 eV
Electronic energy   -29327.037 eV
LUMO level   -4.72 eV

Atoms and positions in Å:
N 0.4229 3.9352 0.1938
B 1.1908 2.8681 -0.3836
O 2.4602 3.0281 -0.7955
C 0.5438 1.4090 -0.5851
C -0.2402 1.2039 -1.7250
C -0.8050 -0.0134 -1.8837
C -0.5767 -0.9697 -0.8985
N 0.1712 -0.8016 0.1589
N 0.7183 0.4128 0.2650
C 1.5524 0.6149 1.4661
O 0.8669 1.4103 2.3869
O 0.3768 0.5904 3.4397
H 0.3887 4.7379 -0.4277
H -0.5382 3.6421 0.3327
H 2.8212 3.8839 -0.5468
H -0.3853 1.9998 -2.4314
H -1.4277 -0.2561 -2.7273
H -1.0415 -1.9354 -0.9945
H 1.7539 -0.3420 1.9248
H 2.5072 1.0522 1.2002
H -0.4954 0.2659 3.1719
C -6.4653 -1.3340 -5.1414
C -5.5943 -1.0389 -3.9342
O -4.2000 -1.0607 -4.2090
C -3.7390 -0.1340 -5.1748
C -3.9912 1.3182 -4.8019
H -6.2085 -2.3032 -5.5692
H -7.5149 -1.3482 -4.8497
H -6.3502 -0.5842 -5.9251
H -5.7509 -1.8081 -3.1785
H -5.8782 -0.0857 -3.4748
H -4.1563 -0.3582 -6.1609
H -2.6632 -0.3052 -5.2505
H -5.0534 1.5465 -4.7231
H -3.5647 1.9823 -5.5539
H -3.5352 1.5449 -3.8343
C 5.6263 -2.8225 4.7555
C 5.1434 -1.7881 3.7553
O 3.7316 -1.7407 3.6100
C 2.9927 -1.4294 4.7812
C 3.3237 -0.0710 5.3720
H 5.2700 -3.8154 4.4797
H 6.7155 -2.8371 4.7813
H 5.2742 -2.6121 5.7659
H 5.5276 -2.0358 2.7657
H 5.5354 -0.7961 4.0047
H 3.1046 -2.2193 5.5306
H 1.9465 -1.4404 4.4738
H 4.3587 -0.0058 5.7078
H 2.6837 0.1338 6.2300
H 3.1673 0.7120 4.6271

Results of the Mulliken charge analysis, in e, for atoms 1 through 5: atom 1 (N): -0.51, atom 2 (B): 0.47, atom 3 (O): -0.53, atom 4 (C): 0.48, atom 5 (C): -0.49

***

No. 3
This record from OMol25 describes the molecule C21H16N2O6 in a non-equilibrium geometry. The level of theory is ωB97M-V/def2-TZVPD.

Gap between HOMO and LUMO   7.7 eV
Electronic energy   -37301.072 eV
SMILES string   O=C(O)c1cccc(-c2ccc(/C=N/NC(=O)[C@H]3COc4ccccc4O3)o2)c1
LUMO level   -0.38 eV

Atoms and positions in Å:
O -7.8633 2.3466 -0.1070
C -7.2419 1.3202 0.0072
O -7.8474 0.1473 0.2539
C -5.7693 1.2116 -0.1051
C -5.0381 2.3705 -0.3629
C -3.6616 2.3027 -0.4750
C -3.0112 1.0915 -0.3322
C -3.7336 -0.0777 -0.0726
C -3.0362 -1.3388 0.0759
C -3.4960 -2.6096 0.3581
C -2.3687 -3.4417 0.3868
C -1.2821 -2.6326 0.1185
C 0.1041 -2.9606 0.0271
N 0.9720 -2.0673 -0.2556
N 2.2662 -2.3957 -0.3261
C 3.2462 -1.4889 -0.6216
O 4.4047 -1.8182 -0.6787
C 2.7296 -0.0684 -0.8649
C 2.3141 0.5710 0.4714
O 3.4005 0.5910 1.3623
C 4.5757 1.0079 0.7787
C 5.6333 1.3585 1.6062
C 6.8224 1.8057 1.0636
C 6.9609 1.9141 -0.3108
C 5.9205 1.5492 -1.1428
C 4.7278 1.0829 -0.6077
O 3.7210 0.7200 -1.4719
O -1.6963 -1.3622 -0.0675
C -5.1211 -0.0080 0.0399
H -8.8057 0.2835 0.3158
H -5.5677 3.3044 -0.4706
H -3.0919 3.1976 -0.6748
H -1.9368 1.0326 -0.4188
H -4.5107 -2.9061 0.5249
H -2.3466 -4.4954 0.5771
H 0.3669 -4.0065 0.2150
H 2.5661 -3.3598 -0.1531
H 1.8789 -0.1034 -1.5510
H 1.9722 1.5959 0.2666
H 1.5135 0.0043 0.9481
H 5.4961 1.2736 2.6725
H 7.6391 2.0751 1.7155
H 7.8854 2.2723 -0.7368
H 6.0094 1.6056 -2.2158
H -5.7002 -0.8946 0.2379

Results of the Mulliken charge analysis, in e, for atoms 1 through 5: atom 1 (O): -0.59, atom 2 (C): 0.39, atom 3 (O): -0.44, atom 4 (C): 0.23, atom 5 (C): -0.62

***

No. 4
This record from OMol25 describes a cluster of 13 separate species, C4H36N2O12 in total in a non-equilibrium geometry. The level of theory is ωB97M-V/def2-TZVPD.

Gap between HOMO and LUMO   9.0 eV
Electronic energy   -32279.162 eV
LUMO level   -0.09 eV

Atoms and positions in Å:
N -0.4139 0.4974 -1.2956
C 0.1058 1.2274 -2.3985
C 1.2760 0.5808 -3.1620
N 2.4431 0.3792 -2.2056
C 3.3315 -0.6362 -2.6876
C 3.2424 -1.9874 -1.7272
H 0.0349 0.8240 -0.4222
H -1.2487 -0.0788 -1.2468
H -0.4390 1.3152 -3.4023
H 0.3967 2.3376 -2.1202
H 1.6041 1.1836 -3.9212
H 0.9069 -0.4473 -3.6088
H 1.9901 0.2556 -1.3588
H 4.3725 -0.1908 -2.9562
H 3.0631 -0.8799 -3.8441
H 2.9217 -2.8275 -2.3365
H 4.2348 -2.2828 -1.5070
H 2.6540 -1.7964 -0.7798
H 2.9741 0.4761 3.4573
H 2.4803 0.1501 2.0509
O 3.1386 0.7624 2.5276
H -1.9644 -2.2776 -0.8949
H -2.1756 -1.1911 -2.0692
O -2.4483 -1.4509 -1.1849
H -2.3056 2.3448 0.7754
H -0.9833 2.4598 -0.0918
O -1.4747 2.8463 0.6793
H -3.1912 0.3882 2.3190
H -1.7413 0.1971 2.4074
O -2.3997 0.8282 2.6649
H -4.9064 -1.8426 0.8639
H -3.4415 -1.8378 0.5161
O -4.0332 -1.3759 1.1206
H 2.6270 2.3067 -0.9441
H 2.2560 3.0171 0.2872
O 2.8027 3.0388 -0.4195
H -0.1379 -2.5591 0.3239
H 0.0288 -4.0610 -0.1303
O -0.7043 -3.2600 -0.0168
H -3.8853 0.6126 0.7059
H -4.9285 1.8172 1.2382
O -4.1798 1.6281 0.6437
H -0.4521 1.8120 1.4771
H 0.6954 1.5343 2.2729
O 0.0376 1.0004 1.7524
H -2.8831 -2.9660 2.2364
H -1.7738 -3.7162 1.5476
O -2.3907 -3.7195 2.2625
H 1.9380 2.5576 3.7453
H 0.5053 3.0500 3.2576
O 1.0257 2.4805 3.8037
H 0.4500 -0.5895 -0.1532
H 0.1529 -0.7667 1.3142
O 0.8125 -1.1686 0.6341

Results of the Mulliken charge analysis, in e, for atoms 1 through 5: atom 1 (N): 0.01, atom 2 (C): -0.57, atom 3 (C): -0.69, atom 4 (N): -0.26, atom 5 (C): -0.50

***

No. 5
This record from OMol25 describes a cluster of 2 separate species, C7H12O in total in a non-equilibrium geometry. The level of theory is ωB97M-V/def2-TZVPD.

Gap between HOMO and LUMO   10.5 eV
Electronic energy   -9498.809 eV
SMILES string   CC(C)C=O.C#CC
LUMO level   0.98 eV

Atoms and positions in Å:
C 0.2355 -2.0638 0.2086
C 0.9350 -0.7257 0.4083
C 1.9450 -0.7828 1.5615
C -0.0852 0.3838 0.7555
O -1.1801 0.1784 1.2114
H -0.3705 -2.0496 -0.6934
H 0.9625 -2.8676 0.1371
H -0.4260 -2.2594 1.0488
H 1.4753 -0.4266 -0.4948
H 2.7175 -1.5180 1.3389
H 2.4205 0.1861 1.7079
H 1.4454 -1.0684 2.4829
H 0.4045 1.3738 0.8304
C -0.4181 0.5951 -2.2453
C -1.1255 1.3494 -1.6318
C -2.1041 2.2612 -1.0732
H 0.2139 -0.0596 -2.7776
H -1.6030 3.1707 -0.7248
H -2.8517 2.5271 -1.8279
H -2.5907 1.7964 -0.2224

Results of the Mulliken charge analysis, in e, for atoms 1 through 5: atom 1 (C): -1.37, atom 2 (C): 0.82, atom 3 (C): -1.57, atom 4 (C): -0.29, atom 5 (O): -0.52

***

No. 6
This record from OMol25 describes a structure of composition C49H40AsIN3NaOPS6. The level of theory is ωB97M-V/def2-TZVPD.

Charge   -1
Gap between HOMO and LUMO   6.1 eV
Electronic energy   -205638.053 eV
LUMO level   1.79 eV

Atoms and positions in Å:
Na 0.6129 0.4428 -1.0742
I -2.7941 0.1974 -2.7957
C -3.3430 2.0395 -3.6699
C -3.7691 1.9576 -4.9690
C -4.3372 3.0660 -5.6134
C -4.5486 4.2151 -4.9121
C -4.1172 4.3349 -3.5721
C -4.3953 5.5180 -2.8560
C -3.9870 5.6580 -1.5631
C -3.1864 4.6659 -0.9820
C -2.8402 3.5091 -1.6472
P -1.5513 2.4218 -0.8429
C -0.5391 3.8110 -0.1538
C -0.6484 4.5406 1.0297
C 0.2032 5.6063 1.2718
C 1.1900 5.9536 0.3596
C 1.3296 5.2186 -0.8055
C 0.4672 4.1605 -1.0575
C -2.6304 1.6230 0.5112
C -4.0974 1.6013 0.2273
C -4.8213 0.4999 0.4295
C -4.2367 -0.7420 0.9134
C -2.9321 -0.8447 1.1717
C -1.9862 0.2694 0.9006
C -3.4066 3.2631 -2.9381
H -3.6763 1.0193 -5.4982
H -4.6395 2.9838 -6.6491
H -5.0572 5.0574 -5.3653
H -4.9580 6.3018 -3.3488
H -4.2363 6.5447 -0.9945
H -2.8295 4.8247 0.0228
H -1.3803 4.2556 1.7704
H 0.0903 6.1827 2.1821
H 1.8529 6.7861 0.5594
H 2.1066 5.4637 -1.5188
H 0.5637 3.5910 -1.9780
H -4.5528 2.5159 -0.1239
H -5.8842 0.5088 0.2188
H -4.8955 -1.5897 1.0576
H -2.4856 -1.7744 1.4986
H -1.2053 -0.1229 0.2336
S 0.8006 -0.5858 -3.5290
C 1.6584 -2.0749 -3.8063
C 1.7835 -2.5874 -5.1047
C 2.4364 -3.7850 -5.3358
C 3.0025 -4.4933 -4.2834
C 2.8738 -4.0033 -2.9914
C 2.1942 -2.8181 -2.7361
As 1.8377 -2.1330 -0.9488
C 3.0465 -3.3221 0.0287
C 2.7327 -4.6156 0.4314
C 3.6647 -5.3954 1.1031
C 4.9253 -4.8904 1.3809
C 5.2578 -3.6069 0.9682
C 4.3233 -2.8351 0.2965
C 0.1599 -3.1037 -0.6677
C -0.6194 -3.5544 -1.7315
C -1.7921 -4.2621 -1.5049
C -2.2046 -4.5392 -0.2104
C -1.4472 -4.0805 0.8585
C -0.2820 -3.3637 0.6298
H 1.3426 -2.0298 -5.9214
H 2.4995 -4.1763 -6.3453
H 3.5297 -5.4223 -4.4628
H 3.3023 -4.5631 -2.1682
H 1.7476 -5.0176 0.2263
H 3.3997 -6.3960 1.4214
H 5.6410 -5.4897 1.9293
H 6.2454 -3.2116 1.1741
H 4.5727 -1.8292 -0.0280
H -0.3054 -3.3532 -2.7489
H -2.3825 -4.6069 -2.3453
H -3.1063 -5.1135 -0.0342
H -1.7660 -4.2849 1.8746
H 0.3003 -3.0043 1.4670
C -2.6462 0.3845 3.9982
N -1.3591 0.7045 3.4025
C -0.3438 1.0712 4.2324
C 0.7728 1.6651 3.7935
C 0.8836 1.8783 2.3752
N -0.0703 1.5792 1.5450
C -1.3227 1.1314 2.0338
O -2.3263 2.1925 1.7946
N 2.0102 2.4797 1.9108
H -2.4777 0.0065 5.0052
H -3.1537 -0.3767 3.4173
H -3.2864 1.2688 4.0449
H -0.4858 0.8161 5.2745
H 1.5992 1.8901 4.4482
H 2.8327 2.3219 2.4746
H 2.1608 2.4077 0.9181
C 5.6835 -0.0350 2.7013
S 4.4141 0.3271 3.9582
C 3.6760 -1.2476 4.1022
C 2.6519 -1.6909 3.3096
S 1.8760 -0.8518 2.0668
S 2.1449 -3.3451 3.7024
C 3.3353 -3.7120 4.9038
S 3.4893 -5.1881 5.6124
S 4.3570 -2.3715 5.2675
H 6.1949 0.8980 2.4687
H 5.1844 -0.4300 1.8186
H 6.3852 -0.7608 3.1055

Results of the Mulliken charge analysis, in e, for atoms 1 through 5: atom 1 (Na): 0.49, atom 2 (I): 0.44, atom 3 (C): -0.37, atom 4 (C): -0.69, atom 5 (C): -0.74

***

> Which formula does entry 5 have?

C7H12O

***

> The lowest gap between HOMO and LUMO belongs to which entry?

C49H40AsIN3NaOPS6

***

What did the fifth record say?
This record from OMol25 describes a cluster of 2 separate species, C7H12O in total in a non-equilibrium geometry. The level of theory is ωB97M-V/def2-TZVPD.

Gap between HOMO and LUMO   10.5 eV
Electronic energy   -9498.809 eV
SMILES string   CC(C)C=O.C#CC
LUMO level   0.98 eV

Atoms and positions in Å:
C 0.2355 -2.0638 0.2086
C 0.9350 -0.7257 0.4083
C 1.9450 -0.7828 1.5615
C -0.0852 0.3838 0.7555
O -1.1801 0.1784 1.2114
H -0.3705 -2.0496 -0.6934
H 0.9625 -2.8676 0.1371
H -0.4260 -2.2594 1.0488
H 1.4753 -0.4266 -0.4948
H 2.7175 -1.5180 1.3389
H 2.4205 0.1861 1.7079
H 1.4454 -1.0684 2.4829
H 0.4045 1.3738 0.8304
C -0.4181 0.5951 -2.2453
C -1.1255 1.3494 -1.6318
C -2.1041 2.2612 -1.0732
H 0.2139 -0.0596 -2.7776
H -1.6030 3.1707 -0.7248
H -2.8517 2.5271 -1.8279
H -2.5907 1.7964 -0.2224

Results of the Mulliken charge analysis, in e, for atoms 1 through 5: atom 1 (C): -1.37, atom 2 (C): 0.82, atom 3 (C): -1.57, atom 4 (C): -0.29, atom 5 (O): -0.52

***

> The highest LUMO level belongs to which entry?

C49H40AsIN3NaOPS6